(1)
DFT (the ωB97M-V functional and the def2-TZVPD basis) results for a molecular structure, C16H23AlBrCl3F12KN3O13PS2.

## Properties
- Orbital gap: 1.7 eV

Structure (ORCA input):
```
! wB97M-V def2-TZVPD RIJCOSX def2/J DEFGRID3
* xyz -1 1
C -0.495 -3.507 3.587
P -0.026 -4.223 1.984
C 1.770 -4.056 1.687
C -1.049 -3.505 0.666
O -1.157 -2.058 0.494
S -2.320 -1.875 -0.578
O -1.827 -0.875 -1.452
O -3.597 -1.631 -0.025
O -2.263 -3.375 -1.273
C -1.019 -4.008 -0.781
S -1.173 -5.817 -0.678
C 0.000 -3.498 -1.795
C 1.439 -4.070 -1.743
C 2.460 -2.981 -1.667
F 3.682 -3.268 -2.134
C 2.234 -1.751 -1.234
F 1.196 -1.431 -0.511
F 3.018 -0.731 -1.461
H -1.574 -3.433 3.641
H -0.086 -2.522 3.779
H -0.184 -4.225 4.332
H 2.087 -3.208 1.093
H 2.296 -3.992 2.633
H 2.096 -4.981 1.230
H -2.051 -3.775 0.993
H 0.077 -6.528 0.039
H -0.423 -3.781 -2.756
H 0.032 -2.427 -1.822
H 1.649 -4.615 -2.657
H 1.503 -4.818 -0.958
C 0.492 1.511 0.308
C -0.696 2.332 0.832
C -1.460 3.185 -0.188
F -0.675 4.147 -0.768
F -2.453 3.838 0.454
F -0.277 3.086 1.863
F -1.600 1.451 1.318
O 1.794 2.060 0.547
C 2.366 2.951 -0.267
C 2.586 4.236 0.532
F 1.445 4.773 0.972
F 3.179 5.213 -0.278
F 1.672 3.186 -1.395
F 3.584 2.500 -0.640
H 0.497 0.592 0.886
H 0.356 1.199 -0.729
H -1.886 2.552 -0.974
H 3.236 4.051 1.387
F 0.305 -7.546 0.486
K 2.966 7.084 -0.220
Al -2.548 -5.722 -2.704
C 5.613 -0.240 0.360
O 5.872 0.850 0.874
O 6.055 -0.632 -0.757
O 4.868 -1.125 0.872
O -3.045 -5.489 2.501
H -3.680 -4.908 2.068
H -3.397 -6.372 2.355
Br -1.936 0.976 -3.282
C -4.806 4.395 2.687
Cl -6.433 5.063 2.392
Cl -3.700 5.664 3.192
Cl -4.861 3.114 3.878
H -4.442 3.979 1.759
N -1.201 3.579 4.835
O -1.839 4.459 5.451
O 0.042 3.684 4.703
O -1.803 2.601 4.345
C -0.556 4.166 -5.330
O -1.690 3.762 -5.426
N 0.033 4.410 -4.112
N 0.247 4.410 -6.427
H 0.971 4.738 -4.003
H -0.524 4.227 -3.296
H -0.152 4.237 -7.329
H 1.189 4.740 -6.365
*
```

Want to see where the charge sits? The Mulliken charges in e are: C -1.145; P 0.423; C -0.749; C -0.482; O -0.316; S 0.753; O -0.146; O -0.662; O -0.471; C 0.921; S -0.178; C -0.957; C -0.536; C -0.088; F -0.382; C 0.273; F 0.278; F -0.264; H 0.348; H 0.379; H 0.400; H -0.042; H 0.483; H 0.353; H 0.152; H 0.547; H 0.334; H 0.585; H 0.348; H 0.295; C -0.631; C 1.090; C 0.245; F -0.255; F -0.194; F -0.246; F -0.292; O -0.344; C 0.606; C 0.375; F -0.297; F -0.437; F -0.248; F -0.255; H 0.094; H 0.396; H -0.097; H 0.318; F -0.630; K 1.036; Al 0.248; C 0.863; O -0.481; O -0.369; O -0.365; O -0.553; H 0.301; H 0.260; Br -0.582; C 0.431; Cl -0.193; Cl -0.119; Cl -0.090; H -0.062; N 0.908; O -0.643; O -0.676; O -0.564; C 0.542; O -0.566; N -0.211; N -0.392; H 0.116; H 0.147; H 0.222; H 0.138



(2)
DFT (the ωB97M-V functional and the def2-TZVPD basis) results for a molecular structure, C24H20AsMnNOPS4.

## Properties
- Energy relative to the best compared isomer or geometry (same formula, charge and spin): 19.9 kJ/mol
- Orbital gap (spin up / spin down): 4.5 / 4.8 eV

Structure (ORCA input):
```
! wB97M-V def2-TZVPD RIJCOSX def2/J DEFGRID3
* xyz -2 5
Mn 1.933 0.696 1.530
S 5.434 3.473 2.752
As 3.855 3.017 1.445
S 3.983 0.935 0.618
S 1.925 2.720 2.495
S 3.723 4.476 -0.063
O -0.213 0.818 1.219
P -1.063 0.802 -0.017
C 0.129 0.704 -1.395
C 0.115 -0.166 -2.480
C 1.178 -0.169 -3.366
C 2.241 0.708 -3.201
C 2.216 1.644 -2.178
C 1.164 1.640 -1.280
C -2.026 2.306 -0.129
C -1.603 3.432 0.589
C -2.292 4.618 0.479
C -3.417 4.706 -0.338
C -3.835 3.591 -1.058
C -3.138 2.408 -0.976
C -2.158 -0.624 -0.098
C -3.520 -0.584 0.217
C -4.244 -1.753 0.302
C -3.626 -2.986 0.093
C -2.255 -3.035 -0.149
C -1.525 -1.871 -0.232
H -0.708 -0.859 -2.602
H 1.187 -0.874 -4.188
H 3.088 0.668 -3.874
H 3.018 2.362 -2.064
H 1.108 2.410 -0.509
H -0.743 3.353 1.241
H -1.965 5.489 1.029
H -3.956 5.640 -0.424
H -4.712 3.661 -1.691
H -3.437 1.542 -1.550
H -4.002 0.367 0.396
H -5.299 -1.719 0.549
H -4.204 -3.900 0.133
H -1.761 -3.992 -0.255
H -0.455 -1.889 -0.391
N 1.989 -0.973 1.701
C 2.227 -2.270 1.646
C 3.548 -2.772 1.484
C 3.789 -4.121 1.453
C 2.751 -5.041 1.570
C 1.451 -4.575 1.730
C 1.183 -3.228 1.780
H 4.353 -2.054 1.409
H 4.806 -4.478 1.344
H 2.957 -6.103 1.548
H 0.634 -5.281 1.836
H 0.173 -2.867 1.920
*
```

Want to see where the charge sits? The Mulliken charges in e are: Mn 0.895; S -0.654; As 0.555; S -0.480; S -0.469; S -0.681; O -0.632; P 1.776; C 0.603; C -0.156; C -0.590; C -0.511; C -0.643; C -0.867; C 0.366; C -0.438; C -0.607; C -0.408; C -0.696; C -0.282; C 0.473; C -0.518; C -0.631; C -0.458; C -0.796; C -1.069; H 0.428; H 0.372; H 0.385; H 0.294; H 0.490; H 0.228; H 0.434; H 0.364; H 0.367; H 0.507; H 0.484; H 0.384; H 0.376; H 0.391; H 0.626; N -0.708; C -0.206; C -0.400; C -0.456; C -0.411; C -0.499; C -0.352; H 0.366; H 0.335; H 0.330; H 0.312; H 0.477



(3)
DFT (the ωB97M-V functional and the def2-TZVPD basis) results for 3 unconnected molecules or ions with the total composition C2H4N2S.

## Properties
- Energy relative to the best compared isomer or geometry (same formula, charge and spin): 682.3 kJ/mol
- Orbital gap: 8.2 eV

Structure (ORCA input):
```
! wB97M-V def2-TZVPD RIJCOSX def2/J DEFGRID3
* xyz 0 1
C -1.224 0.853 0.740
C 1.069 -0.659 -0.231
H -0.991 2.258 1.066
H -1.800 -0.454 1.379
H 0.032 -0.526 -1.735
H 1.587 0.175 0.502
N -0.502 0.933 -0.422
N -0.221 -0.555 -0.636
S 2.049 -2.027 -0.663
*
```

Want to see where the charge sits? The Mulliken charges in e are: C -0.241; C -0.143; H 0.268; H 0.307; H 0.373; H 0.244; N -0.332; N -0.257; S -0.219



(4)
DFT (the ωB97M-V functional and the def2-TZVPD basis) results for a molecular structure, C45H85AuGeN2OPSi2Te.

## Properties
- Orbital gap (spin up / spin down): 5.7 / 5.7 eV

Structure (ORCA input):
```
! wB97M-V def2-TZVPD RIJCOSX def2/J DEFGRID3
* xyz 1 1
Au 0.297 0.191 -0.424
C 0.880 6.687 -0.971
Si 1.204 5.260 -2.134
C -0.417 4.475 -2.681
C 2.142 5.868 -3.639
C 2.214 3.927 -1.284
Te 1.304 3.231 0.516
C 2.521 4.456 1.798
Si 4.007 3.530 2.478
C 4.933 2.659 1.101
C 3.338 2.292 3.718
C 5.152 4.728 3.346
H 0.244 7.432 -1.454
H 1.810 7.183 -0.683
H 0.380 6.354 -0.059
H -1.206 5.220 -2.801
H -0.763 3.744 -1.942
H -0.290 3.962 -3.638
H 1.555 6.598 -4.202
H 2.385 5.043 -4.312
H 3.080 6.348 -3.351
H 3.222 4.246 -1.009
H 2.321 3.039 -1.917
H 1.883 4.787 2.619
H 2.761 5.341 1.208
H 4.288 1.948 0.579
H 5.781 2.111 1.515
H 5.323 3.365 0.364
H 2.584 1.645 3.262
H 2.869 2.806 4.561
H 4.132 1.657 4.116
H 5.527 5.487 2.656
H 6.015 4.211 3.772
H 4.638 5.244 4.160
C -2.535 2.223 1.410
C -1.805 1.103 2.062
N -0.664 0.546 1.677
C -0.306 -0.331 2.693
C -1.246 -0.321 3.666
N -2.183 0.594 3.251
H -2.703 1.994 0.365
H -1.927 3.128 1.455
H -3.484 2.412 1.911
H 0.623 -0.863 2.693
H -1.317 -0.839 4.605
H -2.991 0.892 3.771
C 1.528 0.228 -1.951
C 1.687 -0.852 -2.886
C 1.204 -2.172 -2.758
C 1.342 -3.080 -3.784
C 1.978 -2.698 -4.966
C 2.480 -1.412 -5.117
C 2.338 -0.501 -4.084
H 0.727 -2.459 -1.832
H 0.965 -4.089 -3.677
H 2.086 -3.415 -5.770
H 2.981 -1.128 -6.032
H 2.712 0.511 -4.175
C 5.409 -0.787 2.448
C 5.962 -1.040 1.052
C 5.085 -1.920 0.165
C 3.856 -1.256 -0.489
Ge 2.214 -1.042 0.575
C 1.400 -2.786 1.030
C 2.197 -3.648 2.012
C 2.288 -3.037 3.406
C 3.123 -3.882 4.359
H 6.119 -0.218 3.052
H 5.219 -1.730 2.967
H 4.479 -0.220 2.424
H 6.935 -1.529 1.149
H 6.153 -0.090 0.543
H 4.790 -2.807 0.732
H 5.706 -2.291 -0.654
H 3.572 -1.852 -1.354
H 4.128 -0.268 -0.879
H 2.439 -0.126 1.778
H 1.255 -3.320 0.087
H 0.405 -2.585 1.430
H 3.206 -3.826 1.630
H 1.733 -4.637 2.087
H 1.276 -2.913 3.809
H 2.718 -2.031 3.343
H 2.718 -4.892 4.443
H 3.153 -3.449 5.359
H 4.151 -3.968 4.002
O -1.779 0.693 -1.010
P -2.661 0.117 -2.113
C -1.685 -0.157 -3.615
C -0.967 1.113 -4.123
C -1.676 1.681 -5.348
C -1.582 0.696 -6.521
C -1.611 -0.765 -6.042
C -2.418 -0.897 -4.752
C -4.043 1.269 -2.317
C -5.087 0.914 -3.383
C -6.364 1.732 -3.134
C -6.050 3.137 -2.589
C -4.682 3.607 -3.072
C -3.569 2.733 -2.476
C -3.351 -1.510 -1.677
C -2.233 -2.564 -1.541
C -2.719 -3.750 -0.711
C -2.970 -3.324 0.743
C -3.418 -1.859 0.828
C -4.230 -1.469 -0.404
H -0.918 -0.840 -3.224
H 0.050 0.844 -4.406
H -0.864 1.850 -3.325
H -1.245 2.645 -5.623
H -2.726 1.877 -5.111
H -0.662 0.876 -7.083
H -2.405 0.875 -7.215
H -0.595 -1.127 -5.853
H -2.028 -1.409 -6.817
H -2.549 -1.948 -4.490
H -3.419 -0.491 -4.913
H -4.538 1.194 -1.341
H -5.324 -0.151 -3.387
H -4.681 1.148 -4.370
H -7.007 1.197 -2.432
H -6.923 1.808 -4.068
H -6.054 3.128 -1.495
H -6.831 3.837 -2.888
H -4.505 4.649 -2.803
H -4.651 3.564 -4.164
H -3.275 3.117 -1.497
H -2.679 2.801 -3.100
H -3.980 -1.780 -2.534
H -1.362 -2.120 -1.048
H -1.907 -2.894 -2.529
H -1.992 -4.563 -0.746
H -3.635 -4.142 -1.162
H -2.055 -3.455 1.325
H -3.719 -3.977 1.195
H -2.548 -1.204 0.905
H -4.008 -1.695 1.733
H -4.697 -0.492 -0.266
H -5.054 -2.176 -0.526
*
```

Results of the Mulliken charge analysis, in e, for atoms 1 through 99: Au 0.708; C -1.070; Si 0.011; C 0.311; C -1.110; C -0.422; Te -0.171; C -0.837; Si 0.052; C -0.548; C -0.685; C -1.067; H 0.355; H 0.321; H 0.298; H 0.528; H -0.629; H -0.053; H 0.338; H 0.320; H 0.319; H 0.560; H -0.066; H 0.585; H 0.332; H -0.114; H 0.309; H 0.517; H -0.081; H 0.439; H 0.301; H 0.316; H 0.298; H 0.318; C -1.102; C -0.073; N 0.380; C 0.244; C -1.193; N 0.069; H -0.155; H 0.139; H 0.479; H 0.140; H 0.466; H 0.224; C -1.431; C 1.435; C 0.781; C -0.835; C -0.703; C -0.774; C -0.756; H -0.052; H 0.494; H 0.418; H 0.449; H 0.520; C -0.202; C -0.600; C -0.852; C -0.065; Ge 0.739; C 0.045; C -1.034; C 0.501; C -1.668; H 0.465; H 0.265; H -0.526; H 0.448; H 0.219; H 0.130; H 0.499; H 0.313; H 0.374; H -0.748; H 0.564; H -0.217; H 0.187; H 0.511; H 0.272; H -0.021; H 0.418; H 0.395; H 0.324; O 0.946; P 0.402; C 1.390; C 0.480; C -0.702; C -0.917; C -0.671; C -0.698; C 0.846; C -1.269; C -0.895; C -0.743; C -1.058



What is the formula in the first record? C16H23AlBrCl3F12KN3O13PS2